# 1
{
  "formula": "C23H65N5O7",
  "method": "ωB97M-V with the def2-TZVPD basis set",
  "species": ["C", "C", "O", "H", "H", "H", "H", "H", "H", "C", "C", "C", "O", "C", "N", "H", "H", "H", "H", "H", "H", "H", "H", "H", "H", "H", "C", "C", "C", "O", "C", "N", "H", "H", "H", "H", "H", "H", "H", "H", "H", "H", "H", "C", "C", "C", "O", "C", "N", "H", "H", "H", "H", "H", "H", "H", "H", "H", "H", "H", "C", "C", "C", "O", "C", "N", "H", "H", "H", "H", "H", "H", "H", "H", "H", "H", "H", "C", "C", "C", "O", "C", "N", "H", "H", "H", "H", "H", "H", "H", "H", "H", "H", "H", "C", "O", "H", "H", "H", "H"],
  "coordinates": [[3.33, -3.34, -1.51], [3.61, -4.49, -2.45], [2.87, -4.26, -3.60], [3.72, -2.39, -1.88], [3.82, -3.48, -0.55], [2.26, -3.29, -1.35], [3.21, -5.45, -2.09], [4.64, -4.77, -2.63], [2.92, -5.07, -4.11], [-0.14, -2.27, -5.31], [0.48, -2.70, -6.65], [0.12, -1.70, -7.74], [-1.23, -1.83, -8.16], [-1.45, -3.04, -8.96], [1.92, -2.75, -6.38], [-1.22, -2.23, -5.40], [0.31, -1.30, -5.14], [0.08, -2.82, -4.39], [0.06, -3.67, -6.91], [0.75, -2.08, -8.55], [0.49, -0.70, -7.52], [-0.72, -3.82, -8.75], [-1.26, -2.78, -10.00], [-2.45, -3.40, -8.69], [2.14, -1.77, -6.29], [2.01, -3.01, -5.41], [-5.37, -0.37, 3.91], [-4.52, 0.59, 3.07], [-3.44, 1.42, 3.91], [-3.87, 2.26, 4.92], [-2.77, 2.66, 5.75], [-3.96, -0.29, 2.12], [-6.06, -0.96, 3.30], [-6.10, 0.16, 4.51], [-4.79, -0.99, 4.59], [-5.18, 1.31, 2.59], [-2.77, 1.98, 3.26], [-2.90, 0.55, 4.31], [-2.27, 1.83, 6.26], [-3.16, 3.23, 6.59], [-2.07, 3.27, 5.17], [-4.67, -0.28, 1.40], [-3.13, 0.12, 1.72], [1.33, 2.18, 0.97], [-0.05, 1.56, 0.76], [-0.27, 1.04, -0.69], [0.76, 0.15, -0.99], [0.73, -0.49, -2.29], [-0.10, 0.44, 1.71], [1.34, 2.72, 1.92], [1.60, 2.95, 0.26], [2.17, 1.49, 1.03], [-0.85, 2.24, 1.04], [-0.19, 1.87, -1.38], [-1.26, 0.58, -0.78], [0.44, 0.20, -3.08], [-0.05, -1.24, -2.38], [1.71, -0.93, -2.51], [0.58, -0.16, 1.28], [0.30, 0.62, 2.62], [-0.79, 6.40, 2.02], [0.61, 6.10, 2.58], [1.66, 5.74, 1.54], [2.72, 5.10, 2.27], [4.04, 5.26, 1.71], [0.96, 7.24, 3.40], [-0.90, 7.32, 1.45], [-1.54, 6.65, 2.78], [-1.05, 5.48, 1.50], [0.49, 5.29, 3.30], [2.02, 6.65, 1.06], [1.27, 5.03, 0.81], [4.34, 6.28, 1.96], [4.01, 5.17, 0.63], [4.79, 4.70, 2.28], [0.34, 7.13, 4.19], [1.90, 7.17, 3.76], [-2.16, -2.85, -0.76], [-1.65, -3.77, 0.40], [-0.33, -3.17, 0.93], [0.47, -3.98, 1.81], [1.60, -3.35, 2.28], [-2.66, -3.98, 1.39], [-2.37, -1.85, -0.39], [-3.14, -3.18, -1.09], [-1.39, -2.86, -1.53], [-1.49, -4.76, -0.02], [-0.67, -2.35, 1.56], [0.28, -2.75, 0.12], [2.48, -3.66, 1.72], [1.68, -3.59, 3.34], [1.65, -2.26, 2.20], [-2.23, -4.24, 2.27], [-3.14, -3.11, 1.53], [3.06, 0.12, 3.56], [1.71, -0.15, 4.02], [3.14, 1.04, 2.97], [3.74, 0.22, 4.40], [3.37, -0.70, 2.92], [1.73, -0.83, 4.70]],
  "charge": 0,
  "max_force_ev_per_a": 3.2,
  "total_energy_ha": -1715.53455,
  "smiles": "COC[C@H](C)N.COC[C@H](C)N.COC[C@H](C)N.COC[C@H](C)N.COC[C@H](C)N.CCO.CO",
  "molar_mass_da": 523.801
}

# 2
{
  "formula": "C4H7NO",
  "method": "ωB97M-V with the def2-TZVPD basis set",
  "species": ["C", "C", "O", "C", "C", "N", "H", "H", "H", "H", "H", "H", "H"],
  "coordinates": [[-0.63, 2.29, -0.89], [-0.30, 0.95, -0.31], [-0.45, 0.63, 0.88], [0.41, -0.10, -0.91], [1.02, -2.26, 1.07], [-0.23, -2.43, 0.93], [-0.92, 2.20, -1.94], [0.25, 2.93, -0.82], [-1.45, 2.73, -0.31], [-0.19, -0.94, -1.26], [1.48, -1.37, 1.52], [1.71, -3.04, 0.72], [-0.71, -1.60, 1.30]],
  "charge": 0,
  "max_force_ev_per_a": 0.4,
  "de_lowest_kj_mol": 525.0,
  "molar_mass_da": 85.106
}

# 3
{
  "formula": "C12H28NO5P2RhS",
  "method": "ωB97M-V with the def2-TZVPD basis set",
  "species": ["C", "C", "N", "C", "C", "C", "C", "P", "Rh", "P", "C", "O", "O", "H", "H", "H", "C", "C", "H", "H", "H", "H", "C", "C", "H", "H", "H", "H", "H", "H", "H", "H", "H", "H", "H", "H", "H", "H", "H", "H", "H", "H", "C", "S", "O", "O", "O", "H", "H", "H"],
  "coordinates": [[0.91, -1.21, -3.58], [0.92, -0.79, -2.24], [-0.20, -0.69, -1.49], [-1.35, -1.07, -2.08], [-1.43, -1.45, -3.43], [-0.27, -1.60, -4.20], [2.20, -0.29, -1.63], [2.05, -0.12, 0.23], [-0.16, 0.08, 0.45], [-2.27, -0.12, 0.33], [-2.63, -1.03, -1.28], [1.96, 2.44, -2.38], [-0.43, 2.32, -1.66], [1.83, -1.20, -4.16], [-2.41, -1.70, -3.85], [-0.33, -1.87, -5.27], [2.83, -1.65, 0.81], [3.10, 1.26, 0.76], [-3.47, -0.52, -1.80], [-3.05, -2.03, -1.03], [2.28, 0.76, -1.64], [3.11, -0.84, -1.98], [-3.20, -0.92, 1.65], [-3.04, 1.50, 0.05], [0.23, 1.59, 0.13], [-0.49, 3.29, -1.73], [1.05, 2.26, -2.23], [2.21, 2.14, -3.30], [-0.33, -1.55, 0.80], [-0.60, 1.63, -0.74], [3.81, -1.78, 0.30], [2.91, -1.53, 1.91], [2.13, -2.46, 0.56], [4.17, 1.03, 0.61], [2.85, 2.18, 0.21], [2.88, 1.39, 1.84], [-4.06, 1.41, -0.29], [-3.00, 2.01, 1.01], [-2.45, 2.07, -0.66], [-4.28, -0.96, 1.47], [-2.81, -1.93, 1.82], [-3.01, -0.35, 2.56], [-0.14, 0.20, 5.22], [0.64, -0.19, 3.66], [1.96, 0.46, 3.69], [0.58, -1.61, 3.46], [-0.22, 0.55, 2.63], [0.44, -0.22, 6.06], [-1.15, -0.20, 5.16], [-0.25, 1.28, 5.28]],
  "charge": 0,
  "s2": 6.04,
  "max_force_ev_per_a": 5.0,
  "de_lowest_kj_mol": 5.0,
  "molar_mass_da": 463.279,
  "multiplicity": 5
}

# 4
{
  "formula": "C6H12O",
  "method": "ωB97M-V with the def2-TZVPD basis set",
  "species": ["C", "C", "C", "C", "C", "C", "H", "H", "H", "H", "H", "H", "H", "H", "H", "H", "H", "H", "O"],
  "coordinates": [[-1.93, 0.21, 1.69], [-1.62, 0.79, 0.32], [-0.46, 0.08, -0.35], [-0.64, -0.90, -1.23], [1.26, 1.81, -0.48], [0.91, 0.60, -0.05], [-2.97, 0.34, 1.97], [-1.64, -0.84, 1.72], [-1.31, 0.62, 2.49], [-2.43, 0.69, -0.42], [-1.44, 1.86, 0.31], [0.24, -1.43, -1.60], [-1.52, -1.06, -1.84], [2.14, 2.31, -0.16], [0.70, 2.22, -1.32], [1.66, 0.13, 0.57], [3.11, -2.84, -1.22], [2.55, -2.09, -0.06], [3.37, -2.52, -0.34]],
  "charge": 0,
  "max_force_ev_per_a": 1.5,
  "smiles": "C=CC(=C)CC.O",
  "de_lowest_kj_mol": 211.9,
  "molar_mass_da": 100.161
}

# 5
{
  "formula": "C2HPS2",
  "method": "ωB97M-V with the def2-TZVPD basis set",
  "species": ["C", "C", "P", "S", "S", "H"],
  "coordinates": [[0.23, 0.37, -0.69], [-0.69, 0.82, 0.08], [0.71, -1.94, 1.51], [1.38, -1.07, -0.10], [-2.02, 1.21, 0.85], [0.39, 0.62, -1.66]],
  "charge": 0,
  "max_force_ev_per_a": 3.8,
  "de_lowest_kj_mol": 151.9,
  "molar_mass_da": 120.138
}

# 6
{
  "formula": "C54H138F4N21O19P7",
  "method": "ωB97M-V with the def2-TZVPD basis set",
  "species": ["C", "C", "O", "C", "O", "O", "F", "H", "H", "H", "C", "C", "O", "C", "O", "O", "F", "H", "H", "H", "C", "C", "O", "C", "O", "O", "F", "H", "H", "H", "C", "C", "O", "C", "O", "O", "F", "H", "H", "H", "O", "P", "N", "C", "C", "N", "C", "C", "N", "C", "C", "H", "H", "H", "H", "H", "H", "H", "H", "H", "H", "H", "H", "H", "H", "H", "H", "H", "H", "O", "P", "N", "C", "C", "N", "C", "C", "N", "C", "C", "H", "H", "H", "H", "H", "H", "H", "H", "H", "H", "H", "H", "H", "H", "H", "H", "H", "H", "O", "P", "N", "C", "C", "N", "C", "C", "N", "C", "C", "H", "H", "H", "H", "H", "H", "H", "H", "H", "H", "H", "H", "H", "H", "H", "H", "H", "H", "O", "P", "N", "C", "C", "N", "C", "C", "N", "C", "C", "H", "H", "H", "H", "H", "H", "H", "H", "H", "H", "H", "H", "H", "H", "H", "H", "H", "H", "O", "P", "N", "C", "C", "N", "C", "C", "N", "C", "C", "H", "H", "H", "H", "H", "H", "H", "H", "H", "H", "H", "H", "H", "H", "H", "H", "H", "H", "O", "P", "N", "C", "C", "N", "C", "C", "N", "C", "C", "H", "H", "H", "H", "H", "H", "H", "H", "H", "H", "H", "H", "H", "H", "H", "H", "H", "H", "O", "P", "N", "C", "C", "N", "C", "C", "N", "C", "C", "H", "H", "H", "H", "H", "H", "H", "H", "H", "H", "H", "H", "H", "H", "H", "H", "H", "H"],
  "coordinates": [[0.62, 4.65, -4.83], [0.93, 4.81, -6.30], [1.71, 5.98, -6.26], [1.78, 6.55, -5.11], [2.34, 7.66, -4.93], [1.21, 5.71, -4.20], [-0.12, 5.15, -7.00], [1.09, 3.75, -4.43], [-0.43, 4.53, -4.58], [1.40, 3.92, -6.71], [5.05, 3.88, 4.31], [4.63, 2.67, 3.43], [4.26, 3.29, 2.25], [5.00, 4.44, 2.15], [5.24, 4.98, 1.10], [5.58, 4.74, 3.32], [3.51, 2.06, 3.93], [5.75, 3.83, 5.14], [4.10, 4.35, 4.56], [5.36, 1.89, 3.19], [-6.14, 2.20, -2.75], [-4.72, 1.82, -2.49], [-3.97, 2.65, -3.38], [-4.73, 3.73, -3.63], [-4.22, 4.76, -4.10], [-6.02, 3.53, -3.30], [-4.53, 0.52, -2.78], [-6.78, 2.28, -1.87], [-6.60, 1.44, -3.38], [-4.44, 2.03, -1.46], [6.08, 4.81, -2.05], [5.16, 5.85, -2.57], [4.01, 5.15, -2.86], [3.95, 4.07, -2.05], [3.07, 3.22, -1.89], [5.13, 3.97, -1.37], [5.75, 6.32, -3.73], [6.88, 5.27, -1.46], [6.63, 4.31, -2.84], [4.92, 6.73, -1.96], [-0.20, 9.40, 1.32], [0.31, 8.58, 0.18], [1.61, 7.45, 0.55], [2.01, 6.37, -0.37], [1.93, 7.14, 1.94], [1.08, 9.45, -1.11], [1.69, 8.90, -2.36], [1.30, 10.89, -0.98], [-0.92, 7.66, -0.57], [-1.98, 8.34, -1.33], [-1.48, 6.48, 0.18], [1.54, 6.50, -1.35], [1.64, 5.42, 0.01], [3.07, 6.32, -0.59], [2.99, 6.98, 2.16], [1.38, 6.23, 2.16], [1.73, 8.00, 2.59], [1.85, 9.69, -3.09], [2.66, 8.42, -2.22], [1.06, 8.13, -2.82], [1.98, 11.24, -1.75], [0.36, 11.42, -1.11], [1.70, 11.12, 0.01], [-2.42, 7.69, -2.08], [-2.73, 8.80, -0.68], [-1.46, 9.16, -1.82], [-0.69, 5.87, 0.60], [-2.10, 5.80, -0.42], [-2.12, 6.79, 1.01], [4.40, -2.23, -1.16], [5.21, -2.91, -0.10], [6.56, -3.81, -0.75], [6.39, -5.21, -1.20], [7.82, -3.12, -0.97], [4.26, -3.98, 0.89], [2.85, -3.72, 1.07], [4.76, -5.23, 1.47], [5.92, -1.93, 1.12], [6.75, -2.56, 2.16], [5.25, -0.68, 1.52], [6.74, -5.42, -2.21], [5.31, -5.36, -1.28], [6.79, -5.94, -0.50], [7.75, -2.04, -0.92], [8.14, -3.38, -1.97], [8.57, -3.53, -0.29], [2.45, -3.03, 0.33], [2.24, -4.62, 1.03], [2.78, -3.21, 2.03], [4.01, -6.02, 1.50], [5.75, -5.53, 1.11], [4.77, -5.05, 2.54], [7.46, -1.88, 2.63], [6.07, -3.06, 2.86], [7.33, -3.33, 1.66], [5.10, 0.00, 0.68], [5.95, -0.16, 2.17], [4.33, -0.79, 2.10], [-4.66, -2.06, 6.40], [-4.43, -3.41, 5.90], [-5.87, -4.23, 5.50], [-6.80, -4.51, 6.60], [-6.47, -4.35, 4.13], [-3.65, -4.44, 6.97], [-2.55, -3.96, 7.90], [-3.79, -5.96, 6.91], [-3.54, -3.47, 4.44], [-2.95, -4.70, 3.96], [-3.74, -2.33, 3.53], [-6.82, -3.68, 7.31], [-6.39, -5.38, 7.11], [-7.82, -4.62, 6.23], [-5.97, -3.69, 3.43], [-7.55, -4.40, 4.01], [-6.00, -5.30, 3.88], [-2.92, -3.97, 8.92], [-1.69, -4.63, 7.82], [-2.19, -2.96, 7.64], [-4.12, -6.46, 6.00], [-2.76, -6.32, 7.02], [-4.35, -6.43, 7.71], [-3.30, -5.62, 4.43], [-3.19, -4.81, 2.90], [-1.87, -4.71, 4.03], [-3.28, -1.43, 3.93], [-4.78, -2.01, 3.49], [-3.41, -2.58, 2.52], [-5.75, -6.88, 0.02], [-5.47, -5.80, -0.99], [-6.47, -4.40, -0.81], [-7.78, -4.60, -0.19], [-6.22, -3.01, -1.45], [-5.64, -6.27, -2.60], [-5.29, -5.44, -3.72], [-6.53, -7.35, -3.05], [-3.87, -5.23, -0.90], [-2.75, -5.93, -1.54], [-3.52, -4.48, 0.29], [-8.48, -4.42, -1.00], [-7.94, -3.98, 0.70], [-7.96, -5.65, 0.05], [-6.70, -2.94, -2.43], [-5.17, -2.72, -1.48], [-6.70, -2.31, -0.77], [-5.62, -4.44, -3.46], [-4.20, -5.41, -3.81], [-5.81, -5.75, -4.62], [-7.06, -7.82, -2.22], [-7.35, -7.00, -3.68], [-5.87, -8.07, -3.55], [-1.83, -5.52, -1.12], [-2.78, -6.99, -1.31], [-2.66, -5.70, -2.60], [-2.46, -4.48, 0.53], [-4.12, -4.91, 1.09], [-3.76, -3.45, 0.04], [0.81, -1.44, 7.81], [1.68, -1.65, 6.61], [1.29, -0.63, 5.18], [1.87, -0.89, 3.83], [0.58, 0.66, 5.36], [1.70, -3.30, 6.04], [0.57, -3.80, 5.25], [2.53, -4.31, 6.72], [3.28, -1.17, 6.88], [3.64, -0.19, 7.92], [4.28, -1.17, 5.82], [1.18, -0.76, 3.00], [2.32, -1.88, 3.72], [2.67, -0.22, 3.50], [-0.01, 0.47, 6.26], [-0.15, 0.75, 4.56], [1.20, 1.54, 5.51], [0.71, -4.87, 5.15], [-0.40, -3.62, 5.72], [0.66, -3.24, 4.32], [3.38, -4.57, 6.09], [2.90, -4.04, 7.70], [1.91, -5.20, 6.78], [4.65, -0.39, 8.26], [3.58, 0.83, 7.54], [2.96, -0.45, 8.72], [4.27, -2.12, 5.28], [5.30, -0.94, 6.13], [4.00, -0.39, 5.12], [0.98, 1.81, -6.31], [0.16, 0.63, -6.67], [-0.04, 0.38, -8.37], [-0.88, -0.62, -8.98], [0.55, 1.46, -9.26], [-1.53, 0.77, -6.29], [-2.39, -0.39, -6.05], [-2.31, 1.93, -6.34], [0.75, -0.86, -6.11], [0.84, -1.09, -4.64], [1.89, -1.46, -6.86], [-0.63, -0.75, -10.03], [-1.95, -0.39, -8.95], [-0.67, -1.61, -8.59], [1.53, 1.29, -9.70], [0.58, 2.45, -8.82], [-0.03, 1.59, -10.18], [-1.89, -1.31, -5.76], [-3.15, -0.23, -5.28], [-2.98, -0.57, -6.95], [-1.62, 2.68, -5.95], [-2.71, 2.15, -7.33], [-3.22, 1.96, -5.74], [-0.11, -1.43, -4.21], [1.56, -1.88, -4.44], [1.19, -0.25, -4.05], [1.50, -1.81, -7.81], [2.24, -2.38, -6.39], [2.72, -0.75, -6.90], [-1.81, 0.66, 1.10], [-0.79, 0.63, -0.01], [-0.75, -0.88, -0.81], [-0.42, -2.05, 0.00], [-1.80, -1.13, -1.74], [0.81, 1.01, 0.46], [1.02, 1.73, 1.74], [2.00, 0.49, -0.27], [-1.03, 1.79, -1.22], [-0.29, 1.68, -2.53], [-1.54, 3.15, -0.99], [-0.04, -2.82, -0.67], [-1.30, -2.48, 0.47], [0.25, -1.90, 0.84], [-1.79, -0.33, -2.48], [-2.81, -1.11, -1.33], [-1.67, -2.00, -2.39], [2.00, 1.46, 2.14], [0.92, 2.79, 1.50], [0.33, 1.50, 2.55], [2.81, 1.21, -0.12], [2.33, -0.53, -0.09], [1.83, 0.52, -1.35], [-0.92, 2.09, -3.32], [0.61, 2.30, -2.53], [0.04, 0.65, -2.65], [-0.81, 3.74, -0.44], [-2.47, 3.24, -0.42], [-1.64, 3.69, -1.93]],
  "charge": 0,
  "max_force_ev_per_a": 4.6,
  "smiles": "CN(C)P(=O)(N(C)C)N(C)C.CN(C)P(=O)(N(C)C)N(C)C.CN(C)P(=O)(N(C)C)N(C)C.CN(C)P(=O)(N(C)C)N(C)C.CN(C)P(=O)(N(C)C)N(C)C.CN(C)P(=O)(N(C)C)N(C)C.CN(C)P(=O)(N(C)C)N(C)C.O=C1OC[C@@H](F)O1.O=C1OC[C@@H](F)O1.O=C1OC[C@@H](F)O1.O=C1OC[C@@H](F)O1",
  "de_lowest_kj_mol": 529.0,
  "molar_mass_da": 1678.636
}

# 7
{
  "formula": "C7H8O",
  "method": "ωB97M-V with the def2-TZVPD basis set",
  "species": ["C", "C", "C", "C", "C", "C", "C", "H", "H", "H", "H", "H", "H", "H", "H", "O"],
  "coordinates": [[0.13, -1.45, -0.03], [-0.72, -0.56, -0.83], [-1.44, 0.67, -0.50], [-1.82, 0.99, 0.85], [0.87, -0.59, -0.85], [1.58, 0.43, -0.09], [2.72, 1.08, 0.26], [0.59, -0.50, 1.58], [0.13, -2.40, -0.30], [-1.30, -1.07, -1.50], [-1.48, 1.38, -1.37], [-2.49, 2.00, 0.50], [-1.70, 0.22, 1.85], [1.54, -0.89, -1.75], [3.14, 2.02, 0.77], [0.25, -1.34, 1.42]],
  "charge": 0,
  "max_force_ev_per_a": 9.6,
  "smiles": "C#C[C@H]1[C@@H](O)[C@H]1C=C",
  "de_lowest_kj_mol": 766.5,
  "molar_mass_da": 108.140
}